# C6H11N3O

A 2-piece molecular cluster, C6H11N3O overall in a non-equilibrium geometry (ωB97M-V/def2-TZVPD, the Open Molecules 2025 dataset).

Calculated values
HOMO-LUMO gap, hartree: 0.332
SMILES: Cc1c[nH]cn1.CC(N)=O
HOMO, eV: -8.43
E_LUMO, eV: 0.62
Relative energy (zero: lowest compared OMol25 entry of this formula, charge and spin), kJ/mol: 134.6
Electronic energy, eV: -12917.6505

Structure (ORCA input):
```
! wB97M-V def2-TZVPD RIJCOSX def2/J DEFGRID3
* xyz 0 1
C -0.5612 -0.4458 -2.8345
C 0.2777 -1.7051 0.3563
C -0.3731 -1.1592 -1.6207
C -0.2998 -2.6328 -1.5359
N 0.1091 -0.6818 -0.4746
N 0.0522 -2.9275 -0.2177
H 0.7315 -1.5973 1.3470
H 0.1587 -3.8825 0.1922
H -0.4671 -3.3396 -2.2578
H -0.9452 -0.9508 -3.7041
H 0.4537 -0.0766 -3.1734
H -1.1888 0.4609 -2.6982
C -0.5750 2.6289 1.2325
C 0.8242 2.3953 1.9116
O 1.7599 3.1995 1.9729
N 0.7929 1.2417 2.7113
H -1.3492 2.8672 2.0322
H -0.8100 1.7321 0.6100
H 1.5708 1.0155 3.2301
H 0.3957 0.3786 2.4521
H -0.5569 3.4795 0.4687
*
```